{
  "formula": "C7H9NO",
  "method": "wB97M-V/def2-TZVPD",
  "homo_ev": -9.13,
  "smiles": "C#CC(=C)[C@H]1O[C@H]1CN",
  "e_above_lowest_kj_mol": 488.4,
  "orbital_gap_ha": 0.3628,
  "molar_mass_g_mol": 123.15,
  "symbols": ["C", "C", "C", "C", "C", "C", "C", "H", "H", "H", "H", "H", "H", "H", "H", "H", "N", "O"],
  "positions_angstrom": [[0.366, -1.716, -0.388], [0.683, -0.948, 0.863], [0.386, 0.530, 1.195], [-0.360, 1.561, 0.352], [0.190, 2.770, 0.295], [-1.598, 1.093, -0.187], [-2.649, 0.950, -0.749], [1.874, -1.570, -1.654], [1.241, -3.031, -1.624], [-0.188, -1.148, -1.137], [-0.463, -2.483, -0.137], [1.416, -1.403, 1.487], [0.929, 0.997, 2.048], [1.051, 3.150, 0.740], [-0.289, 3.343, -0.494], [-3.665, 0.749, -1.214], [1.599, -2.296, -0.987], [-0.524, -0.547, 1.591]],
  "mulliken_charge": [-0.528, -0.017, -0.281, 0.522, -1.065, -0.626, 0.011, 0.263, 0.285, 0.403, 0.250, 0.446, 0.420, 0.410, 0.275, 0.384, -0.699, -0.453]
}